Entry 1:
DFT (ωB97M-V with the def2-TZVPD basis set) results for a 2-piece molecular cluster, C4H9N3O overall.

Structure (XYZ):
```
17
Properties=species:S:1:pos:R:3:forces:R:3
N -2.989 -1.041 -1.313 -0.36 0.33 -0.03
C -1.725 -1.066 -0.811 -0.17 0.13 -0.07
N -1.125 -0.124 -0.209 0.63 0.51 0.58
O -1.909 1.027 0.011 -0.26 -0.65 -0.42
H -3.550 -0.257 -1.019 -0.09 -0.09 -0.04
H -3.466 -1.901 -1.512 0.07 0.03 0.06
H -1.140 -1.958 -0.986 0.04 -0.06 0.01
H -1.314 1.620 0.502 0.02 -0.24 -0.08
C 2.199 -0.052 -0.259 0.05 -0.11 -0.04
C 2.092 0.359 1.211 0.46 -0.59 -0.20
C 1.109 1.395 1.362 -0.24 0.32 0.20
N 0.321 2.220 1.460 -0.29 0.38 0.05
H 1.217 -0.348 -0.622 0.06 0.03 -0.01
H 2.559 0.779 -0.862 0.02 0.03 -0.05
H 2.890 -0.884 -0.363 0.08 -0.03 -0.01
H 3.052 0.724 1.589 -0.12 -0.07 0.05
H 1.777 -0.493 1.820 0.09 0.09 0.01
```
Forces are in eV/Å.

Summary:
Structure (SMILES) ... N/C=N\O.CCC#N
Max |F| ... 1.0 eV Å⁻¹
Relative energy (zero: lowest compared OMol25 entry of this formula, charge and spin) ... 218.58 kJ/mol
HOMO ... -8.59 eV

Entry 2:
DFT (ωB97M-V with the def2-TZVPD basis set) results for C4H9N3O as an isolated structure.

Structure (XYZ):
```
17
Properties=species:S:1:pos:R:3:forces:R:3
C 0.699 1.301 1.212 -0.19 -0.04 0.12
C 0.960 -1.152 -0.463 0.26 -0.93 -0.45
C -1.028 -0.311 -0.193 -0.03 0.64 0.06
N -1.932 -0.181 0.823 0.99 -0.13 -0.74
N -1.557 -0.042 -1.439 0.14 0.16 -0.45
C 2.163 -1.277 -0.961 0.23 0.22 0.03
O 0.358 0.913 -0.085 -0.93 -0.56 -0.05
N -0.181 -1.429 -0.058 0.42 0.46 0.80
H -0.825 -0.035 -2.137 -0.05 0.03 -0.05
H -2.742 0.385 0.620 0.13 -0.20 0.88
H -1.602 -0.574 1.691 -0.77 0.41 0.15
H -2.049 0.843 -1.456 0.08 0.00 -0.09
H 0.944 0.439 1.856 -0.01 0.03 -0.01
H 1.576 1.962 1.201 -0.09 -0.11 -0.13
H -0.114 1.861 1.701 0.02 -0.06 -0.04
H 2.413 -2.183 -1.499 -0.22 0.20 -0.27
H 2.917 -0.520 -0.811 0.01 -0.13 0.26
```
Forces are in eV/Å.

Summary:
Max |F| ... 1.2 eV Å⁻¹
Relative energy (zero: lowest compared OMol25 entry of this formula, charge and spin) ... 376.28 kJ/mol
HOMO ... -8.40 eV